This record from OMol25 describes a molecular structure, C14H51AlClN18O10Si. The level of theory is wB97M-V/def2-TZVPD.

Values from the calculation:
Lowest unoccupied orbital energy ... 0.0634 hartree
Charge ... -1
ΔE to the lowest compared entry with this formula, charge and spin ... 0.0 kcal per mole
HOMO energy ... -5.40 eV
Calculated total energy ... -3294.748146 Eh

Geometry as XYZ:
```
96
C14H51AlClN18O10Si, DFT wB97M-V/def2-TZVPD
C 9.1210 7.0968 -0.9597
H -3.6726 -3.0144 -2.4065
N -3.5288 -0.3081 -7.2433
N 9.8948 7.5083 0.0904
H -7.1183 1.5825 -1.1373
H -3.4046 -6.1037 3.7556
C -3.2530 -4.1238 4.2147
H 0.1483 -2.0985 -0.9523
N 9.6554 7.2997 -2.2034
H -2.3418 0.8157 1.9693
H 3.3796 -1.4837 0.1934
H -3.8317 -0.5572 -6.3079
C 0.7240 -1.5578 2.2756
C 0.0519 -0.7208 7.9524
H 6.1794 5.7951 0.1744
H 1.2127 -1.1353 1.3865
C -4.1148 -0.8818 -8.3265
H 10.5516 7.7179 -2.3580
C 1.0071 -3.7682 -3.5206
H 1.2201 -1.8300 -2.9838
O 0.8942 -0.5784 7.0934
H -2.7902 -2.1560 4.3101
H 2.3509 -4.5672 -4.9144
N -5.8897 -1.9914 -3.1388
C -2.0186 0.6340 0.9443
H -0.3596 -0.6897 10.0146
H -6.2129 0.1298 -1.3714
C -4.6640 -1.6918 -3.6763
N 4.5255 4.0942 1.0867
Cl 2.2101 1.4581 1.2867
H -2.2081 -5.2769 2.8122
O 0.0683 -3.9935 -2.7747
H 1.1695 -5.6551 -4.2657
H 5.1993 3.7389 0.4358
N -2.5529 -3.0180 3.8593
H -2.8883 0.2146 -9.6400
H -6.0954 1.8837 2.2625
O -4.1222 -4.1317 5.0757
N -6.5253 0.8670 -0.7650
H 2.4080 -2.3377 -4.1311
O 3.7150 5.9187 2.1967
C 4.0388 -0.8979 -1.6984
H -1.2721 1.3817 0.6765
H -6.0253 -2.6640 -2.4076
H 0.2216 -0.3307 -0.9270
H -2.7947 0.3659 -7.3433
C 4.5124 5.4172 1.4237
N -6.4535 1.8735 1.3265
O -4.5645 -0.8682 -4.5784
N 1.5672 -4.7377 -4.3150
H -1.1133 -1.1439 -1.7734
N 1.5810 -2.5368 -3.6005
H 2.9785 0.5554 -0.6724
H 1.2668 -0.3354 9.5379
N 5.4938 6.1603 0.8089
H 1.8459 -0.9993 3.9682
N -1.2507 -1.0368 7.6587
C -2.9474 -2.2170 0.4446
H -6.6832 -1.5499 -3.5621
N 3.5086 0.3383 -1.5054
O 8.0290 6.5843 -0.7968
C 0.9107 -0.6637 3.4947
N -3.6220 -0.4599 -9.5465
Si -1.4503 -1.1156 0.6807
H 1.1747 -2.5487 2.4261
H -1.8554 -2.9847 3.1296
H 3.6472 1.0316 -2.2134
H -1.9648 -1.1627 8.3482
O -5.0094 -1.7083 -8.2649
N 3.8484 -1.7572 -0.6528
H 4.2083 -2.6865 -0.7447
O -0.6630 -1.8009 1.9657
H 0.1320 -0.8845 4.2303
O -5.3497 -0.0674 0.9191
N -2.9094 -5.2648 3.5278
N -3.6025 -2.3562 -3.1601
Al 1.1581 1.3205 3.3017
H 2.1125 1.9384 4.4313
H -7.0158 2.6360 1.0040
N 0.3271 -0.5815 9.2949
H 9.5248 7.3633 1.0109
O 4.6287 -1.2307 -2.7236
H 9.1062 7.0050 -2.9879
H -3.7217 -2.0605 1.1939
H -0.2346 2.1363 3.2202
H -3.3690 -2.0299 -0.5460
H -4.0304 -0.8636 -10.3661
C -6.0644 0.8335 0.5269
H 10.7959 7.9308 -0.0179
H -2.8958 0.7629 0.2994
H -2.6918 -2.1509 -3.5273
H -1.4769 -1.1379 6.6875
H 3.8683 3.4331 1.4718
H 5.5250 7.1370 1.0227
H -2.6164 -3.2616 0.4893
C -0.4570 -1.1938 -0.9039
```

=====

This record from OMol25 describes 12 unconnected molecules or ions with the total composition C14H52N8O12 in a non-equilibrium geometry. The level of theory is wB97M-V/def2-TZVPD.

Values from the calculation:
Structure (SMILES) ... NC(N)=O.NC(N)=O.NC(N)=O.NC(N)=O.CCO.CCO.CO.CO.CO.CO.CO.CO
Lowest unoccupied orbital energy ... -0.0037 hartree
Charge ... 0
ΔE to the lowest compared entry with this formula, charge and spin ... 193.8 kcal per mole
HOMO energy ... -8.40 eV
Calculated total energy ... -1905.267244 Eh

Geometry as XYZ:
```
86
C14H52N8O12, DFT wB97M-V/def2-TZVPD
H 20.5900 8.5670 5.8060
H 26.3660 11.8290 6.9620
H 22.6530 8.6020 7.9030
O 17.1030 14.1500 8.6580
H 15.8670 9.2820 7.5890
H 20.7660 8.9130 3.6970
H 22.3300 12.7030 4.0110
H 18.1260 8.1320 6.7090
H 24.5160 11.6410 7.1210
C 23.4400 8.2040 7.2380
H 25.3980 6.8200 9.3460
C 20.8110 7.7450 3.7610
C 25.4590 11.3750 6.6040
H 19.5030 16.1860 10.6280
H 20.7950 11.5390 10.0760
H 19.8910 6.3930 4.6110
O 16.8420 9.3070 7.6920
O 22.7380 13.3670 5.9490
H 23.3550 9.0680 3.3890
C 24.1140 7.0130 7.9330
H 19.1900 11.4560 9.2960
N 21.0560 11.2790 7.0880
O 21.6060 9.3020 10.1950
H 19.2150 9.9890 5.3650
H 20.9110 5.1740 7.7460
H 16.4250 7.4970 6.8020
N 16.7560 12.5370 10.2920
H 24.9770 9.1070 2.6420
H 24.7270 9.2750 4.4420
H 23.1240 7.8750 6.2780
H 21.7650 7.6440 4.2330
H 25.3950 7.1840 4.1140
C 20.2690 14.7250 9.7370
H 20.6360 11.1000 8.0560
H 17.4090 10.9640 8.7910
O 24.5670 7.3380 3.7190
H 20.8200 7.0990 2.8750
H 18.8670 13.2060 6.0820
O 25.2590 11.5700 5.2650
H 20.9350 6.8310 7.2200
N 17.7880 11.8750 8.6140
H 23.4070 6.2100 8.2350
H 16.6680 11.5320 10.6180
H 25.5730 10.3330 6.7500
H 20.9220 13.3990 4.8810
H 19.9770 14.0400 10.4980
H 19.4150 13.9190 7.8240
N 18.9330 12.2650 6.0580
H 22.2150 14.4440 4.2200
C 21.4070 10.3390 6.2710
C 24.3630 8.7770 3.5250
H 19.4000 6.0210 7.8230
H 24.4800 11.1540 5.0020
H 19.8560 11.8360 6.4530
H 18.2310 10.1550 3.8710
H 18.2090 11.9990 7.6250
O 24.7020 7.4870 9.0980
H 18.7560 9.2430 8.6300
H 24.8460 6.4890 7.3250
H 17.5610 7.3990 8.1850
O 19.4220 15.8460 9.7830
H 20.6320 15.0470 7.6130
H 20.1120 9.2170 7.3220
C 18.3490 11.8290 4.9940
O 22.2840 10.3990 5.3160
H 24.1900 8.9080 7.0100
N 19.6450 8.9630 8.9720
H 16.3920 13.2810 10.8510
C 17.2650 8.0490 7.3760
O 20.5380 6.4790 9.1780
N 18.6350 10.5530 4.6940
H 23.2530 14.1250 6.2330
H 19.9220 8.0030 9.0060
C 20.4730 6.0980 7.8910
C 20.4210 14.2550 8.3090
O 17.3790 12.6100 4.2460
H 21.7320 12.1260 6.9580
O 19.8470 7.3640 4.6380
C 17.2840 12.8800 9.2040
H 21.1620 13.4580 8.1580
H 21.4580 6.5180 9.4460
C 20.4260 9.7730 9.6590
C 22.0260 13.4920 4.7290
N 20.4840 9.4150 6.3940
N 20.1090 10.9860 9.5560
H 21.2400 15.1480 10.0290
```

=====

This record from OMol25 describes 12 unconnected molecules or ions with the total composition C14H52O19 in a non-equilibrium geometry. The level of theory is wB97M-V/def2-TZVPD.

Values from the calculation:
Structure (SMILES) ... OCCO.OCCO.OCCO.OCCO.OCCO.OCCO.OCCO.O.O.O.O.O
Lowest unoccupied orbital energy ... 0.0020 hartree
Charge ... 0
ΔE to the lowest compared entry with this formula, charge and spin ... 89.4 kcal per mole
HOMO energy ... -9.42 eV
Calculated total energy ... -1993.938920 Eh

Geometry as XYZ:
```
85
C14H52O19, DFT wB97M-V/def2-TZVPD
O -11.9027 4.1133 9.5147
H -16.2266 0.5530 5.3478
C -14.2150 0.4202 6.1913
H -7.3193 6.9180 8.0310
C -13.1007 8.5103 9.5363
H -7.8136 6.6112 5.5209
H -18.3288 5.8898 6.2357
H -12.3373 4.7584 10.0533
H -11.7341 8.0322 5.7461
H -16.7835 -1.5418 6.0008
O -13.0217 5.3008 11.8445
H -12.2218 4.3750 8.6540
H -17.3098 8.3528 6.5186
H -13.7356 6.4535 3.2183
C -14.6640 5.5111 10.1690
H -14.5434 8.1876 8.2256
H -12.5575 5.5256 6.9922
C -8.8009 3.5430 8.0878
H -14.6237 4.4525 9.9285
H -9.7392 5.0085 1.9564
O -13.7409 6.0829 4.1574
H -11.0807 5.4884 4.5593
H -11.4057 4.9984 2.1578
H -17.6464 6.5808 7.7048
C -10.5009 4.8226 2.6549
H -12.8402 7.6451 10.1697
O -15.8439 -1.2553 5.9934
H -7.3775 4.6683 7.4498
H -14.5620 10.1651 9.8435
O -12.0913 7.2439 6.1747
O -10.3387 7.1657 3.6761
H -6.0466 8.8848 7.7328
H -15.3471 6.6904 6.4124
H -12.5290 4.0379 6.6309
C -9.5009 3.5932 6.7777
O -15.6328 5.0061 7.2624
O -9.5660 6.7553 6.5561
H -12.9032 10.2419 11.4106
H -14.7781 5.2446 12.3790
H -8.6765 8.1859 5.5682
O -10.3178 2.4275 6.6234
H -16.2194 0.4518 7.0720
C -10.2869 5.7241 3.8793
H -14.6623 4.9743 7.2736
C -8.3766 7.3270 6.1601
O -13.6098 9.6225 11.5467
H -11.1895 3.3499 3.6107
C -16.1010 5.8861 6.3366
H -15.1150 8.6266 10.4057
O -16.0351 5.7731 10.0541
H -9.4258 5.5063 4.4210
H -10.6544 2.2547 5.7004
O -13.5970 7.9737 8.2853
C -14.2321 9.2615 10.2978
O -12.6190 3.2791 4.7463
H -13.9506 5.9080 9.4716
O -17.6938 7.6650 5.9167
H -13.1146 2.6745 5.2775
H -16.4689 5.2091 10.6761
H -13.2932 3.8776 4.5294
H -12.9948 6.4805 4.5424
H -8.1883 8.4640 7.9975
H -8.4076 2.5351 8.2066
C -15.6915 0.0902 6.1843
H -12.2196 9.0922 9.2860
C -7.5729 7.7683 7.4079
O -12.9355 4.6632 7.1900
O -7.8428 4.5813 8.2661
H -14.5177 2.1899 7.1203
H -13.7948 0.0371 5.2858
O -6.3497 8.2529 7.0612
H -8.6857 3.6358 6.0754
O -10.4415 3.4503 2.9746
C -14.2669 5.8265 11.6011
H -15.9915 5.5530 5.2789
H -10.3329 7.1199 6.0305
H -10.1169 4.4934 6.8355
C -17.5134 6.4684 6.6257
H -9.4863 3.7059 8.8997
H -12.6130 7.6911 6.8855
H -13.1148 4.8304 12.6710
H -14.2442 6.8815 11.8710
H -13.8653 -0.0495 7.0699
O -14.0411 1.8289 6.3730
H -9.4861 7.3208 3.4152
```